A 19-piece molecular cluster, C6H45F6N2O17P overall at a distorted geometry, computed with ωB97M-V with the def2-TZVPD basis set.

Computed properties:
LUMO energy: -1.5 eV
HOMO level: -0.3402 Ha

Structure (ORCA input):
```
! wB97M-V def2-TZVPD RIJCOSX def2/J DEFGRID3
* xyz 0 1
C 1.261 1.907 0.233
C 0.984 0.709 -0.661
N 0.449 -0.425 0.082
C 0.297 -1.753 -0.395
C -0.249 -2.562 0.548
N -0.575 -1.757 1.665
C -0.250 -0.490 1.317
C -1.112 -2.108 2.856
H 1.901 1.779 1.106
H 0.348 2.435 0.509
H 1.800 2.706 -0.277
H 1.880 0.294 -1.122
H 0.312 0.940 -1.487
H 0.711 -1.981 -1.367
H -0.492 -3.609 0.446
H -0.573 0.417 1.806
H -0.403 -2.876 3.164
H -2.094 -2.550 2.689
H -1.147 -1.302 3.589
P -1.041 7.528 -5.051
F -0.747 8.508 -6.329
F 0.537 7.433 -4.650
F -1.025 8.880 -4.102
F -1.571 6.738 -3.767
F -2.647 7.852 -5.377
F -0.875 6.244 -6.089
O 3.970 9.846 -2.447
H 3.704 9.005 -2.818
H 4.599 10.198 -3.077
O 1.075 0.930 -6.936
H 1.182 0.360 -7.697
H 0.530 1.651 -7.250
O 4.467 -0.884 3.757
H 3.878 -0.444 4.369
H 4.197 -1.802 3.782
O 1.395 0.822 7.086
H 1.308 1.772 7.167
H 0.759 0.469 7.709
O -5.947 -2.248 -1.970
H -5.322 -2.898 -1.648
H -6.752 -2.743 -2.122
O -3.829 2.574 6.039
H -4.220 3.392 6.343
H -4.290 1.891 6.527
O -0.081 -7.375 -4.040
H -1.007 -7.566 -3.894
H 0.099 -7.715 -4.916
O -4.287 -7.916 -2.228
H -4.409 -8.743 -1.761
H -5.166 -7.541 -2.286
O -4.342 2.606 -5.241
H -4.771 3.076 -5.957
H -4.155 3.281 -4.589
O 7.016 1.517 0.550
H 7.300 0.767 0.028
H 6.525 1.132 1.276
O 0.767 -8.689 2.914
H 0.055 -9.127 3.379
H 1.060 -9.330 2.266
O -8.127 -5.197 6.085
H -7.519 -5.692 5.535
H -8.863 -5.792 6.225
O 0.719 9.810 1.472
H 0.827 9.317 0.658
H 1.600 10.116 1.686
O 3.668 -5.558 4.820
H 4.078 -6.048 5.533
H 3.095 -6.193 4.391
O -2.360 -1.228 9.794
H -2.129 -2.156 9.828
H -3.309 -1.221 9.672
O 5.562 3.043 -5.209
H 5.038 2.245 -5.282
H 6.269 2.811 -4.607
O 3.628 -3.918 -7.065
H 3.021 -4.425 -7.605
H 3.814 -3.136 -7.585
*
```